## one
A cluster of 2 separate species, C4H9N3O in total. Source: the Open Molecules 2025 dataset; level of theory: ωB97M-V with the def2-TZVPD basis set.

The geometry in ORCA input format:
```
! RIJCOSX wB97M-V def2-TZVPD def2/J DEFGRID3
* xyz 0 1
C 0.463 0.135 -0.486
C -1.291 -1.320 0.072
C -1.692 -0.021 0.438
C -0.828 1.035 -0.355
H 3.458 -0.809 -0.250
H 3.214 0.753 1.030
H 0.842 -1.748 0.280
H -1.693 -1.378 -0.912
H -1.342 -2.312 0.752
H -2.617 -0.057 -0.056
H -1.409 0.078 1.485
H -1.481 1.305 -1.368
H 0.376 2.886 -0.771
N 2.622 -0.232 0.486
N 1.577 0.600 -0.497
N 0.231 -1.176 -0.273
O -0.431 2.263 0.423
*
```

Properties
E_HOMO in hartree: -0.318
LUMO in eV: -0.45


## two
An isolated molecule of C4H9N3O. Source: the Open Molecules 2025 dataset; level of theory: ωB97M-V with the def2-TZVPD basis set.

The geometry in ORCA input format:
```
! RIJCOSX wB97M-V def2-TZVPD def2/J DEFGRID3
* xyz 0 1
C -0.654 -1.943 0.267
C 0.654 -1.138 0.589
C 1.519 0.776 -0.637
C -2.122 0.942 -0.203
N -1.577 -1.437 -0.358
N 0.710 0.238 0.433
N -1.871 -0.305 -0.885
O -1.869 0.969 1.156
H -0.537 -3.035 0.446
H 0.604 -1.362 1.751
H 1.450 -1.711 0.108
H 1.893 1.800 -0.308
H 2.112 -0.063 -0.925
H 0.841 1.129 -1.358
H -3.229 1.245 -0.339
H -1.380 1.618 -0.672
H -0.920 1.046 1.265
*
```

Properties
E_HOMO (alpha / beta) in hartree: -0.336 / -0.288
LUMO (alpha / beta) in eV: 0.36 / -0.68


Top of the stability list: two, leading by 3.507 eV.


## one
A cluster of 2 separate species, C4H9N3O in total. Source: the Open Molecules 2025 dataset; level of theory: ωB97M-V with the def2-TZVPD basis set.

The geometry in ORCA input format:
```
! RIJCOSX wB97M-V def2-TZVPD def2/J DEFGRID3
* xyz 0 1
H -1.170 0.864 -1.842
N -1.698 0.114 -1.381
C -1.760 0.466 -0.148
N -1.125 1.628 0.163
C -1.326 2.076 1.354
H -2.286 -0.151 0.602
H -0.829 3.007 1.673
H -1.980 1.587 2.097
H 0.625 -2.330 1.705
N 0.190 -2.628 0.826
C 0.682 -1.880 -0.092
O 1.570 -0.940 0.255
C 2.065 -0.132 -0.815
H 0.420 -1.949 -1.157
H 1.441 0.760 -0.914
H 2.100 -0.675 -1.765
H 3.081 0.181 -0.559
*
```

Properties
E_HOMO in hartree: -0.360
SMILES: [H]/N=C\N=C.[H]/N=C\OC
LUMO in eV: 0.02


## two
An isolated molecule of C4H9N3O. Source: the Open Molecules 2025 dataset; level of theory: ωB97M-V with the def2-TZVPD basis set.

The geometry in ORCA input format:
```
! RIJCOSX wB97M-V def2-TZVPD def2/J DEFGRID3
* xyz 0 1
H 3.687 1.250 -0.283
N 2.789 1.066 0.200
N 1.840 0.864 -0.551
C 0.356 0.727 0.056
N -0.246 1.867 0.481
C 0.083 -0.553 0.171
C 0.830 -1.806 -0.087
O -1.404 -0.827 0.567
C -2.403 -0.263 -0.253
H 0.262 2.694 0.183
H -0.721 1.769 1.370
H 0.373 -2.343 -0.923
H 1.887 -1.611 -0.303
H 0.777 -2.450 0.796
H -2.713 0.733 0.091
H -2.103 -0.211 -1.310
H -3.293 -0.904 -0.207
*
```

Properties
E_HOMO in hartree: -0.304
SMILES: [H]/N=N/C(N)=C(\C)OC
LUMO in eV: 0.66


## three
An isolated molecule of C4H9N3O. Source: the Open Molecules 2025 dataset; level of theory: ωB97M-V with the def2-TZVPD basis set.

The geometry in ORCA input format:
```
! RIJCOSX wB97M-V def2-TZVPD def2/J DEFGRID3
* xyz 0 1
C -1.901 -1.146 -0.543
C -1.345 0.196 -0.123
O -2.038 1.236 -0.231
C 0.173 0.400 -0.233
N 0.636 1.711 -0.550
C 0.192 -0.203 1.270
N 1.039 -0.706 -0.027
N 2.396 -0.301 -0.061
H -2.674 -0.993 -1.300
H -2.352 -1.621 0.331
H -1.161 -1.827 -0.970
H 1.269 1.726 -1.344
H -0.187 2.317 -0.657
H -0.229 -1.077 1.747
H 0.703 0.454 1.964
H 2.954 -0.860 0.578
H 2.523 0.693 0.148
*
```

Properties
E_HOMO in hartree: -0.298
SMILES: CC(=O)[C@@]1(N)CN1N
LUMO in eV: 0.95


## four
A structure of composition C4H9N3O. Source: the Open Molecules 2025 dataset; level of theory: ωB97M-V with the def2-TZVPD basis set.

The geometry in ORCA input format:
```
! RIJCOSX wB97M-V def2-TZVPD def2/J DEFGRID3
* xyz 0 1
C -2.205 -0.236 -0.437
C -1.466 0.954 -0.019
C 0.154 0.989 0.042
C 2.072 -0.276 -0.177
H -2.467 -2.409 0.196
H -1.718 -1.092 1.517
H -3.256 0.028 -0.323
H -2.102 -0.443 -1.433
H -1.822 1.837 -0.449
H -1.673 0.942 1.054
H -0.207 -1.121 -0.187
H 2.497 0.810 -0.199
H 2.104 -1.938 0.139
N -1.815 -1.544 0.309
N 0.615 -0.319 -0.049
N 2.838 -1.228 -0.036
O 0.731 2.056 0.208
*
```

Properties
E_HOMO in hartree: -0.347
LUMO in eV: 0.37


Top of the stability list: one, leading by 0.416 eV.


## one
An isolated molecule of C4H9N3O. Source: the Open Molecules 2025 dataset; level of theory: ωB97M-V with the def2-TZVPD basis set.

The geometry in ORCA input format:
```
! RIJCOSX wB97M-V def2-TZVPD def2/J DEFGRID3
* xyz 0 1
H 1.381 -1.297 1.717
N 1.422 -0.288 1.691
C 1.339 0.368 0.574
C 1.790 1.835 0.286
N 1.268 -0.392 -0.600
C 0.227 -1.000 -0.922
N -1.020 -0.765 -0.283
C -2.401 -1.025 -0.790
O -1.027 0.416 0.567
H 2.946 1.564 -0.101
H 1.917 2.450 1.218
H 1.275 2.644 -0.291
H 0.051 -1.601 -1.822
H -3.116 -1.229 0.017
H -2.825 0.109 -1.060
H -2.402 -1.720 -1.594
H -0.825 -0.070 1.396
*
```

Properties
E_HOMO in hartree: -0.328
SMILES: [H]/N=C(C)\N=C/N(C)O
LUMO in eV: 0.78


## two
A cluster of 2 separate species, C4H9N3O in total. Source: the Open Molecules 2025 dataset; level of theory: ωB97M-V with the def2-TZVPD basis set.

The geometry in ORCA input format:
```
! RIJCOSX wB97M-V def2-TZVPD def2/J DEFGRID3
* xyz 0 1
C -1.646 -1.753 0.898
C -1.559 -0.252 0.905
O -2.032 0.478 1.746
C -0.996 0.359 -0.630
N -1.275 0.583 -1.732
H -0.992 -2.127 0.102
H -2.669 -2.069 0.682
H -1.293 -2.203 1.826
C 1.410 1.818 -0.274
N 0.989 0.442 -0.022
N 1.640 -0.621 -0.696
H 0.923 2.447 0.468
H 2.497 1.859 -0.233
H 1.068 2.135 -1.267
H 0.402 0.301 0.872
H 1.068 -1.056 -1.423
H 2.464 -0.340 -1.222
*
```

Properties
E_HOMO in hartree: -0.301
SMILES: CC(=O)C#N.CNN
LUMO in eV: 0.23


## three
A cluster of 2 separate species, C4H9N3O in total. Source: the Open Molecules 2025 dataset; level of theory: ωB97M-V with the def2-TZVPD basis set.

The geometry in ORCA input format:
```
! RIJCOSX wB97M-V def2-TZVPD def2/J DEFGRID3
* xyz 0 1
C -1.340 1.451 0.634
N 1.663 -1.297 -0.468
C -0.937 -0.898 -0.080
C -0.443 0.300 0.229
N 1.275 1.750 -0.245
C -1.675 -1.851 -0.576
O 2.254 -1.647 0.740
N 0.916 0.494 0.143
H 2.798 -0.877 0.959
H 1.015 -2.079 -0.599
H 2.275 1.884 -0.209
H 0.847 2.118 -1.092
H -2.304 1.066 0.962
H -0.884 2.027 1.441
H -1.516 2.128 -0.206
H -2.248 -1.721 -1.491
H -1.693 -2.848 -0.143
*
```

Properties
E_HOMO (alpha / beta) in hartree: -0.288 / -0.272
LUMO (alpha / beta) in eV: 0.48 / 0.75


## four
A cluster of 2 separate species, C4H9N3O in total. Source: the Open Molecules 2025 dataset; level of theory: ωB97M-V with the def2-TZVPD basis set.

The geometry in ORCA input format:
```
! RIJCOSX wB97M-V def2-TZVPD def2/J DEFGRID3
* xyz 0 1
C 1.339 -0.755 -1.306
N 0.366 0.259 -0.981
C -0.775 -0.122 -0.387
N -0.954 -1.396 0.163
C -1.631 0.901 -0.036
C 1.704 0.979 1.337
O -2.745 0.627 0.696
N 0.893 1.422 0.496
H -3.162 1.449 0.974
H -0.641 -2.164 -0.410
H -1.879 -1.547 0.540
H -1.466 1.904 -0.393
H 1.725 -1.275 -0.417
H 0.907 -1.521 -1.962
H 2.188 -0.279 -1.796
H 2.564 0.343 1.075
H 1.567 1.176 2.407
*
```

Properties
E_HOMO (alpha / beta) in hartree: -0.266 / -0.263
LUMO (alpha / beta) in eV: 0.62 / 0.34


Top of the stability list: two, leading by 0.059 eV.


## one
A cluster of 2 separate species, C4H9N3O in total. Source: the Open Molecules 2025 dataset; level of theory: ωB97M-V with the def2-TZVPD basis set.

The geometry in ORCA input format:
```
! RIJCOSX wB97M-V def2-TZVPD def2/J DEFGRID3
* xyz 0 1
C -0.933 -1.408 0.723
N -1.014 -0.485 1.746
C 0.810 -1.655 0.691
C 1.604 -1.850 -0.225
H -1.943 -0.061 1.806
H 0.876 -1.240 1.754
H -1.364 -1.159 -0.256
H -1.180 -2.442 0.983
H 2.371 -1.980 -0.947
N -0.358 2.236 0.573
C 0.727 1.427 -1.361
O 0.855 2.041 -0.184
N -0.376 1.027 -1.832
H -1.115 2.119 -0.103
H -0.394 1.433 1.221
H -0.278 0.623 -2.757
H 1.712 1.376 -1.832
*
```

Properties
E_HOMO (alpha / beta) in hartree: -0.287 / -0.350
LUMO (alpha / beta) in eV: -0.94 / -0.23


## two
An isolated molecule of C4H9N3O. Source: the Open Molecules 2025 dataset; level of theory: ωB97M-V with the def2-TZVPD basis set.

The geometry in ORCA input format:
```
! RIJCOSX wB97M-V def2-TZVPD def2/J DEFGRID3
* xyz 0 1
C 0.660 1.331 2.072
C -0.366 1.687 1.339
N -0.721 1.010 0.117
C -0.034 -0.015 -0.540
N 0.303 0.160 -1.770
N 0.773 -0.930 -2.460
O 0.208 -1.191 0.110
C -0.848 -1.589 1.011
H 1.535 0.713 1.812
H 0.913 2.149 2.813
H -0.989 2.640 1.526
H -1.286 1.648 -0.534
H 1.772 -0.848 -2.993
H 0.803 -1.820 -1.763
H -0.680 -2.714 1.326
H -0.902 -0.965 1.956
H -1.797 -1.437 0.478
*
```

Properties
E_HOMO in hartree: -0.286
SMILES: C=CN/C(=N/N)OC
LUMO in eV: 0.93


Top of the stability list: two, leading by 4.502 eV.


## one
A cluster of 2 separate species, C4H12 in total. Source: the Open Molecules 2025 dataset; level of theory: ωB97M-V with the def2-TZVPD basis set.

The geometry in ORCA input format:
```
! RIJCOSX wB97M-V def2-TZVPD def2/J DEFGRID3
* xyz 0 1
C 1.312 -0.849 -1.822
C 1.086 -2.031 -0.924
H 2.147 -0.297 -1.518
H 1.546 -1.410 -2.727
H 0.497 -0.212 -1.933
H 1.913 -2.843 -0.912
H 0.376 -2.688 -1.418
H 0.798 -1.756 -0.017
C -0.596 1.745 1.927
C -1.754 1.367 0.845
H 0.336 1.762 1.483
H -0.755 2.598 2.596
H -0.789 0.969 2.604
H -1.716 2.080 0.007
H -2.818 1.330 1.279
H -1.583 0.235 0.531
*
```

Properties
E_HOMO in hartree: -0.420
SMILES: CC.CC
LUMO in eV: 1.07


## two
A cluster of 2 separate species, C4H12 in total. Source: the Open Molecules 2025 dataset; level of theory: ωB97M-V with the def2-TZVPD basis set.

The geometry in ORCA input format:
```
! RIJCOSX wB97M-V def2-TZVPD def2/J DEFGRID3
* xyz 0 1
C -0.180 1.709 1.280
C -1.610 1.558 1.768
H -0.086 2.310 0.368
H 0.463 2.138 2.053
H 0.293 0.775 1.001
H -1.978 2.446 2.290
H -1.631 0.803 2.546
H -2.328 1.238 1.021
C 0.619 -1.927 -2.200
C 1.189 -1.232 -0.967
H 0.419 -1.289 -3.061
H 1.250 -2.769 -2.501
H -0.296 -2.417 -1.874
H 2.046 -0.577 -1.041
H 1.444 -2.034 -0.259
H 0.387 -0.731 -0.422
*
```

Properties
E_HOMO in hartree: -0.423
SMILES: CC.CC
LUMO in eV: 1.09


Top of the stability list: two, leading by 1.173 eV.


## one
A cluster of 2 separate species, C4H12 in total. Source: the Open Molecules 2025 dataset; level of theory: ωB97M-V with the def2-TZVPD basis set.

The geometry in ORCA input format:
```
! RIJCOSX wB97M-V def2-TZVPD def2/J DEFGRID3
* xyz 0 1
C 0.895 0.465 1.603
C -0.069 0.429 2.814
H 0.408 0.922 0.723
H 1.774 1.114 1.808
H 1.239 -0.511 1.294
H 0.440 0.146 3.721
H -0.747 -0.359 2.454
H -0.696 1.304 2.851
C -0.979 -0.214 -1.845
C 0.306 -0.619 -2.493
H -1.554 -1.003 -1.354
H -0.947 0.433 -0.947
H -1.807 0.258 -2.492
H 0.679 -1.619 -2.197
H 0.969 0.212 -2.441
H 0.090 -0.958 -3.499
*
```

Properties
E_HOMO in hartree: -0.416
SMILES: CC.CC
LUMO in eV: 1.12


## two
A cluster of 2 separate species, C4H12 in total. Source: the Open Molecules 2025 dataset; level of theory: ωB97M-V with the def2-TZVPD basis set.

The geometry in ORCA input format:
```
! RIJCOSX wB97M-V def2-TZVPD def2/J DEFGRID3
* xyz 0 1
C -0.677 -2.007 -0.175
C 0.325 -3.168 0.108
H -1.536 -2.492 -0.656
H -1.023 -1.606 0.778
H -0.300 -1.324 -0.932
H 0.111 -3.775 0.972
H 1.309 -2.709 0.020
H 0.347 -3.823 -0.766
C 0.403 2.343 -0.569
C -0.127 2.833 0.798
H 1.105 3.058 -0.955
H 1.122 1.507 -0.588
H -0.328 2.149 -1.359
H 0.299 3.823 1.001
H 0.166 2.173 1.619
H -1.196 3.018 0.704
*
```

Properties
E_HOMO in hartree: -0.420
SMILES: CC.CC
LUMO in eV: 1.13


Top of the stability list: two, leading by 0.157 eV.